DFT (the ωB97M-V functional and the def2-TZVPD basis) results for 5 unconnected molecules or ions with the total composition C36H34ClNO13.

```
85
Properties=species:S:1:pos:R:3:mulliken_charge:R:1
Cl 3.6470 0.8956 3.5897 -0.12
O 1.6911 1.4255 0.9236 -0.26
O -4.0185 -7.7024 0.8134 -0.54
O 0.6918 5.5157 -1.4762 -0.58
O 0.9202 9.4019 -0.4840 -0.59
O 5.8352 6.0736 -2.7024 -0.56
O 1.9999 -2.4837 -2.9505 -0.60
O 4.2414 -2.2435 2.6205 -0.57
O 3.3585 -1.6916 0.2751 -0.39
O -4.1173 10.8260 -1.4141 -0.55
O -1.1861 -4.3528 0.4035 -0.53
O -3.1982 -11.8209 -2.4477 -0.54
O -0.3142 -8.0158 4.1573 -0.57
O 2.1078 1.2591 -2.6835 -0.59
N 1.6157 -0.7075 -1.1680 0.71
C -3.8303 -8.6504 0.0634 0.58
C -2.0640 -6.0921 1.7287 -0.52
C -1.0377 9.0776 -1.7543 -0.21
C -2.3036 9.4361 -1.9895 -0.44
C 3.9398 0.2665 1.8706 -0.02
C -0.2390 9.7293 -0.6973 0.63
C -0.9857 -5.1961 1.2666 0.78
C 2.9583 -0.4823 -0.5085 0.06
C -0.5147 -7.1724 3.2942 0.38
C 4.6516 5.9457 -2.4209 0.27
C 1.4823 -2.0834 -1.7826 0.09
C -2.5720 -9.4217 0.1034 -0.02
C -2.3647 -10.4562 -0.7170 -0.53
C 2.6909 4.4902 -2.1864 -0.28
C -1.8446 -7.0118 2.6734 -0.52
C 2.9425 0.7045 0.6452 -0.21
C -3.3863 -10.8729 -1.6977 0.27
C 0.7512 0.6317 1.7297 0.15
C -2.9580 10.4986 -1.2008 0.30
C -4.8520 -9.0671 -0.9173 -0.45
C 0.5637 -6.2764 2.8321 -0.68
C 0.5478 -3.1759 -0.9285 -0.17
C 0.3442 -5.3568 1.8874 -0.15
C -4.6446 -10.1016 -1.7378 -0.41
C 1.2434 0.4012 -2.1334 0.33
C -0.3877 0.5429 -2.4714 -0.78
C 3.8846 -1.3825 1.6428 0.30
C 3.8362 7.0992 -1.9922 -0.51
C -2.6609 1.4435 1.8959 -0.71
C -1.5553 1.2325 3.1223 -0.45
C -2.1593 11.1502 -0.1438 -0.40
C -0.0367 1.7236 2.7213 -0.63
C 2.5436 6.9580 -1.6827 -0.12
C 3.9834 4.6313 -2.4959 -0.36
C 1.8754 5.6436 -1.7577 0.23
C -0.8935 10.7917 0.0914 -0.40
H -2.6541 11.9280 0.4249 0.39
H -0.1055 0.1823 1.0419 -0.09
H -0.5429 8.2998 -2.3230 0.35
H 1.9314 7.7935 -1.3658 0.50
H -0.6851 -0.4001 -3.0973 0.30
H 0.6459 1.8653 3.6790 0.18
H -2.6246 -7.6764 3.0242 0.51
H -1.5839 0.0898 3.4642 0.24
H -0.9217 0.4165 -1.4144 0.14
H 0.4207 -4.1980 -1.4873 0.33
H -0.1125 2.7268 2.1233 0.27
H 1.2397 -0.2015 2.3900 0.27
H -0.6676 1.5704 -2.9564 0.31
H -5.7698 -8.4918 -0.9339 0.42
H -3.0337 -5.9623 1.2632 0.54
H 1.5334 -6.4062 3.2976 0.46
H -3.6499 1.9744 2.2876 0.28
H -1.9900 1.8496 4.0391 0.31
H -1.4468 -11.0316 -0.7005 0.43
H 4.5956 3.7958 -2.8128 0.48
H 1.1243 -4.6922 1.5366 0.30
H -2.2048 2.0213 0.9764 0.19
H -2.9024 8.9682 -2.7617 0.42
H 2.1864 3.5326 -2.2357 0.58
H 3.5882 1.5491 0.1025 0.19
H -1.8335 -9.1035 0.8290 0.38
H 3.9115 -0.2773 -1.1586 0.29
H -5.3832 -10.4199 -2.4633 0.40
H -0.2946 11.2597 0.8636 0.42
H 4.3406 8.0567 -1.9429 0.46
H -2.9784 0.3666 1.5658 0.17
H 1.0928 -3.2852 0.1241 -0.15
H 5.0192 0.5437 1.5137 0.39
H -0.4677 -2.6216 -0.7025 0.25
```

Computed properties:
relative energy (zero: lowest compared OMol25 entry of this formula, charge and spin): 111.7 kcal/mol
HOMO-LUMO gap: 0.2931 hartree
total charge: 0
HOMO level: -9.99 eV
SMILES: CCCCO[C@@H]1[C@H](N(C(C)=O)C(C)=O)OC(=O)[C@@H]1Cl.O=C1C=CC(=O)C=C1.O=C1C=CC(=O)C=C1.O=C1C=CC(=O)C=C1.O=C1C=CC(=O)C=C1
calculated total energy: -78500.11177 eV
LUMO: -2.02 eV

=====

DFT (the ωB97M-V functional and the def2-TZVPD basis) results for a molecular structure, C36H34IrN8O5.

```
84
Properties=species:S:1:pos:R:3:mulliken_spin:R:1
Ir 1.2856 1.0922 -1.4927 1.42
O 1.2706 1.2738 0.5826 0.05
O -0.8427 1.7288 1.1336 0.01
O -5.7762 -1.4827 5.1453 0.04
O 2.6270 -0.2594 2.1091 0.00
O -0.1115 -0.7977 -1.3381 0.30
N -6.0776 0.6521 0.1094 0.67
N 1.3227 0.9213 -3.5280 0.02
N 4.8740 -1.1498 -0.8452 0.02
N -5.1591 1.1184 -0.6026 0.46
N -0.5685 1.8720 -1.5888 0.02
N 0.6749 0.1835 -8.7879 0.01
N 2.6406 -1.7622 -0.8784 0.04
N 3.1867 0.4023 -1.3775 0.16
C 1.8742 -0.5391 4.3245 0.00
C -4.5562 -1.6399 5.8351 0.01
C -3.9778 0.6011 -0.9241 -0.05
C 1.2485 1.8323 -5.7399 0.01
C 5.3000 1.2186 -0.4921 0.01
C -2.9341 1.5151 -1.2895 0.04
C 0.9689 -0.5305 -5.3961 0.00
C -7.1084 -0.3824 1.9878 0.13
C 0.9648 -0.2697 5.3252 0.00
C -0.1468 0.5286 5.0735 0.00
C -5.9754 0.1784 1.3570 0.01
C -3.1484 2.8906 -1.3933 0.02
C -4.6599 -0.3092 3.3323 -0.07
C 1.3877 1.9633 -4.3802 0.01
C 3.5823 -0.8192 -1.0215 -0.01
C -0.3411 1.0491 3.8079 0.00
C 4.2288 1.4011 -1.5609 -0.02
C -0.7930 3.1769 -1.6377 -0.01
C -1.6129 1.0258 -1.4002 0.02
C -4.7592 0.2412 2.0812 0.18
C -3.6773 -0.7775 -0.8214 0.20
C 5.9178 -0.1539 -0.6911 0.00
C -5.7759 -0.9016 3.9332 0.16
C 1.0136 0.5579 -6.2841 0.01
C 0.2703 1.3193 1.4194 0.03
C -7.0029 -0.9090 3.2448 -0.09
C 0.8259 0.3603 -7.6643 0.00
C 5.3102 -2.5174 -0.6223 0.00
C -2.0628 3.7301 -1.5544 0.06
C 1.1366 -0.3055 -4.0551 0.01
C 0.5722 0.7996 2.7880 0.00
C -1.3209 -0.3716 -1.2493 0.14
C -2.4019 -1.2436 -0.9913 -0.08
C 4.2571 -3.5214 -1.0672 0.00
C 1.7041 0.0069 3.0503 0.00
C 2.9235 -3.1118 -0.4536 0.00
H 0.7971 -1.5303 -5.7607 0.00
H 4.8219 1.2704 0.4873 0.00
H 5.5410 -2.6577 0.4406 0.00
H 2.3499 0.2640 1.3161 0.00
H 6.0644 1.9903 -0.5563 0.00
H 3.7751 2.3919 -1.4817 -0.01
H 1.3099 2.6963 -6.3825 0.00
H 1.5579 2.9386 -3.9447 0.00
H -1.1993 1.6640 3.5743 0.00
H 6.5263 -0.4253 0.1781 0.00
H -3.8381 -2.2166 5.2439 0.00
H -4.1157 -0.6750 6.1041 0.00
H -7.8467 -1.3581 3.7456 0.00
H 2.9730 -3.1764 0.6415 0.00
H -4.7995 -2.1914 6.7409 0.00
H -8.0465 -0.4093 1.4566 -0.01
H -2.1824 4.8006 -1.5911 0.00
H 4.5425 -4.5222 -0.7456 0.00
H 0.0791 3.8140 -1.7297 0.00
H -4.1565 3.2709 -1.3254 -0.01
H -3.7103 -0.2720 3.8387 0.00
H 1.0983 -1.1227 -3.3508 0.01
H 1.6746 -1.4698 -0.9502 0.00
H 2.7340 -1.1692 4.4916 0.00
H 6.2374 -2.6677 -1.1857 0.00
H 2.1150 -3.7572 -0.8020 0.00
H -3.9014 0.7203 1.6372 0.04
H 6.5672 -0.1686 -1.5761 0.00
H 1.1211 -0.6815 6.3116 0.00
H 4.1732 -3.5161 -2.1562 0.00
H -4.4808 -1.4610 -0.5879 0.02
H -2.1811 -2.2961 -0.8926 0.00
H 4.6723 1.3085 -2.5620 0.00
H -0.8529 0.7320 5.8653 0.00
```

Computed properties:
HOMO-LUMO gap (spin up / spin down): 0.1537 / 0.1643 hartree
total charge: +1
HOMO level (spin up / spin down): -8.17 / -10.07 eV
calculated total energy: -62873.59507 eV
spin multiplicity: 5
LUMO (spin up / spin down): -3.99 / -5.60 eV

=====

DFT (the ωB97M-V functional and the def2-TZVPD basis) results for a molecular structure, C36H34N4O2S2Se2W.

```
81
Properties=species:S:1:pos:R:3:mulliken_charge:R:1
W -0.5712 -0.0202 0.0737 1.77
Se -3.0073 0.3821 -1.5895 0.17
Se 0.2452 -1.6454 -1.3757 -0.15
S 0.5031 -1.7653 2.8547 0.16
S 2.4583 1.9876 0.1641 0.06
O 1.2772 1.0235 0.3392 -0.31
O 0.3753 -0.6191 1.8179 -0.59
N -3.0751 -2.3972 -2.4114 0.39
N -1.6238 1.4296 1.0703 0.16
N -2.1918 -1.0828 -3.8999 0.16
N -2.0794 -2.2621 1.6971 -0.59
C -1.4776 -2.8589 -5.5644 -0.97
C 3.7180 1.3244 1.3310 -1.05
C -2.6029 -4.5904 -3.5947 -0.72
C 3.2388 1.5212 -1.3696 0.78
C -1.9681 -1.4453 0.8857 -0.09
C 2.8143 -0.1932 3.1412 -0.73
C -2.0089 -5.0812 -4.7398 -0.71
C -1.4316 2.7288 0.6241 0.56
C 3.4355 -0.1181 1.7440 -0.32
C -0.9641 0.6311 5.7665 -0.91
C 4.4106 2.2690 -3.3163 -0.70
C -2.8125 3.6015 2.3861 -0.56
C 0.4587 4.0921 -2.3261 -1.20
C 3.7671 2.5611 -2.1239 -0.50
C -1.9778 3.8058 1.3135 -1.23
C -0.8652 -2.0878 5.1814 -0.56
C -0.3119 -1.1506 4.3202 1.09
C -0.7113 2.8397 -0.6276 1.68
C -0.5185 1.6520 -1.3683 0.43
C -2.5019 1.2594 2.1016 -0.21
C -3.7934 -2.8817 -1.2468 -1.30
C -2.0538 -2.3654 -4.4015 0.64
C -0.3597 0.2063 4.5930 -0.22
C 3.3381 0.2009 -1.7795 -0.27
C -1.5220 -0.2959 6.6367 -0.58
C 4.5124 0.9518 -3.7435 -0.55
C 0.6390 2.9256 -3.0641 -0.83
C 3.9784 -0.0772 -2.9776 -0.97
C -1.4664 -4.2308 -5.7143 -0.55
C 0.1537 1.7186 -2.5807 -0.97
C -2.6174 -3.2090 -3.4428 0.93
C -1.4771 -1.6522 6.3460 -0.63
C -3.1057 2.2868 2.7605 -0.99
C 2.2336 -1.5664 3.4504 -0.96
C -0.1985 4.0495 -1.1162 -0.72
C -2.7788 -1.1235 -2.6952 -0.56
H -3.0242 -5.2512 -2.8495 0.48
H -3.2588 4.4343 2.9123 0.48
H -2.7045 0.2350 2.3780 0.52
H 5.0114 0.7240 -4.6758 0.44
H -3.1144 -3.3897 -0.5639 0.42
H -1.9503 -6.1505 -4.8890 0.42
H 4.0596 -1.1053 -3.3048 0.48
H 3.7100 1.9959 2.1905 0.62
H 4.6652 1.4451 0.8084 0.55
H 2.0379 0.5667 3.2393 0.12
H 0.8189 5.0382 -2.7087 0.46
H -1.9918 0.0438 7.5504 0.43
H -1.9191 -2.3702 7.0226 0.44
H 2.7599 -0.5834 1.0256 0.04
H -0.3187 4.9564 -0.5363 0.43
H 4.8274 3.0688 -3.9133 0.46
H 3.6758 3.5838 -1.7772 0.43
H 0.0649 0.9266 3.9071 0.15
H -1.8731 -0.2383 -4.3451 0.27
H 0.3225 0.8151 -3.1563 0.53
H -4.2635 -2.0457 -0.7385 0.39
H -3.7987 2.0821 3.5633 0.55
H 3.5791 0.0400 3.8845 0.63
H -1.7764 4.8072 0.9619 0.47
H -0.8186 -3.1418 4.9350 0.44
H -1.0259 -4.6639 -6.6016 0.42
H -0.9984 1.6861 6.0041 0.48
H 2.8154 -2.3608 2.9809 0.56
H -1.0558 -2.1973 -6.3093 0.44
H -4.5650 -3.5794 -1.5686 0.45
H 2.1768 -1.7591 4.5204 0.58
H 4.3647 -0.6896 1.7270 0.55
H 2.9161 -0.6052 -1.1955 0.50
H 1.1679 2.9537 -4.0078 0.55
```

Computed properties:
HOMO-LUMO gap (spin up / spin down): 0.2297 / 0.2295 hartree
total charge: +2
HOMO level (spin up / spin down): -12.88 / -12.88 eV
calculated total energy: -202114.70251 eV
LUMO (spin up / spin down): -6.63 / -6.64 eV